# 1
C11H13F3N4O6S | wB97M-V/def2-TZVPD

Structure (XYZ):
```
38
Properties=species:S:1:pos:R:3:forces:R:3
O 3.222286 -1.396492 -0.864432 0.348 1.165 -0.614
S 2.877327 -0.110598 -1.447975 -2.546 -0.330 0.297
O 3.159047 1.151635 -0.786311 0.566 -0.630 -0.376
C 3.575014 -0.112360 -3.215588 -0.176 0.202 -0.351
F 4.914724 -0.091244 -3.245624 -0.967 -0.002 0.129
F 3.131033 -1.219392 -3.856552 0.427 1.061 0.614
F 3.089144 0.990030 -3.835115 0.543 -0.978 0.396
C 1.102751 -0.060237 -1.737287 0.918 1.356 1.503
C 0.231067 1.090675 -0.951064 1.096 -1.209 -5.471
C -1.077784 1.001000 -1.623857 -0.052 2.924 -0.163
N -1.727868 2.133136 -2.001259 -0.507 -2.604 -0.794
O -1.622664 3.314710 -1.763571 -0.036 -0.157 -0.036
O -2.737930 1.646001 -2.935726 -0.003 0.997 0.950
N -2.684302 0.285819 -3.071643 2.706 0.014 1.695
C -1.601762 -0.079896 -2.313546 -3.033 -0.346 -1.917
C -0.896510 -1.315339 -2.314370 0.835 -1.375 0.257
N -1.509802 -2.619984 -2.489395 -0.280 -0.936 -0.425
O -2.751006 -2.708649 -2.587576 1.968 0.548 0.228
O -0.755397 -3.622164 -2.530966 -1.051 1.624 0.149
C 0.494816 -1.224190 -2.127165 -1.657 -0.791 0.417
H 0.732039 2.053544 -1.122499 -0.477 -0.158 0.090
H 1.044304 -2.162269 -2.164076 0.103 0.202 -0.386
C -1.122795 -0.093550 5.327319 -0.066 0.048 0.090
C -1.143236 -0.293061 3.817508 -0.190 -0.693 0.616
C -0.477205 0.784469 2.965632 -0.342 -0.349 0.025
C -0.704887 0.161016 1.592807 0.350 0.591 -1.386
N 0.303425 0.786404 0.421301 -0.214 -0.911 5.117
H -1.617845 -0.948286 5.812383 0.157 0.320 -0.107
H -0.091101 -0.048599 5.704285 -0.306 0.118 -0.045
H -1.668926 0.817777 5.606051 0.243 -0.190 0.059
H -0.632796 -1.248644 3.597253 -0.280 0.268 0.141
H -2.192659 -0.412011 3.487932 0.391 0.020 0.102
H -0.943175 1.751497 3.169670 -0.165 -0.024 -0.532
H 0.569104 0.899759 3.249666 0.189 -0.253 -0.225
H -0.397987 -0.896259 1.664936 -0.048 0.571 -0.493
H -1.761833 0.183740 1.288930 0.557 0.320 -0.254
H 0.721756 1.603397 0.877733 0.170 -0.539 0.151
H 0.951624 0.008632 0.402198 0.828 0.125 0.545
```
Positions in Å, forces in eV/Å.

Charge   0
Strongest force on any atom   0.1110 hartree/bohr
Frontier orbital gap   7.7 eV
LUMO   -0.44 eV
HOMO   -8.2 eV
Structure (SMILES)   CCCC[NH2+][C@H]1C(S(=O)(=O)C(F)(F)F)=CC(=[N+]([O-])[O-])c2no[n+]([O-])c21
E   -48840.05453 eV
M   386.31 g mol⁻¹

Quick look at the natural (NBO) charges, all values in e: -0.90, 2.04, -0.94, 0.76, -0.30, -0.30, -0.31, -0.52, -0.10, -0.04, 0.41, -0.40, -0.17, -0.07, 0.17, -0.18, 0.52, -0.40, -0.43, -0.11, 0.28, 0.28, -0.60, -0.38, -0.45, -0.17, -0.55, 0.22, 0.21, 0.21, 0.20, 0.21, 0.23, 0.22, 0.22, 0.24, 0.44, 0.46



# 2
C4H10N2 | wB97M-V/def2-TZVPD

Structure (XYZ):
```
16
Properties=species:S:1:pos:R:3:forces:R:3
C -1.652061 -0.101379 -1.769449 -2.961 -1.956 0.735
C -0.386133 -0.121772 -2.173293 0.013 -1.009 0.412
N 0.244322 1.109261 -2.243041 2.412 -0.174 0.714
H -2.054957 0.803014 -1.197979 0.435 -1.192 -1.322
H -2.414863 -1.012291 -1.878045 2.033 2.048 0.433
H 0.242401 -1.049636 -2.367945 -1.107 1.371 -0.231
H -0.393368 1.797136 -1.909492 -0.359 0.763 0.096
H 1.077506 1.121872 -1.624393 -0.452 0.113 -0.758
C 0.669209 -1.447353 1.864630 0.627 2.316 1.167
C 0.642029 1.097671 1.792229 1.811 -1.808 0.544
N 1.270566 -0.007225 1.483225 -2.789 0.437 -0.993
H -0.324412 -1.825100 1.485233 0.892 1.343 0.214
H 0.725098 -1.444941 2.967895 -0.494 -0.310 -0.342
H 1.411017 -2.141180 1.540353 0.538 -0.362 -0.390
H 1.005387 2.108194 1.371177 -0.385 -1.733 0.741
H -0.061741 1.113728 2.658896 -0.215 0.153 -1.020
```
Positions in Å, forces in eV/Å.

Charge   0
Strongest force on any atom   0.0705 hartree/bohr
Frontier orbital gap   9.3 eV
LUMO   0.85 eV
HOMO   -8.5 eV
Structure (SMILES)   C=CN.C=NC
E   -7287.18816 eV
M   86.14 g mol⁻¹

Quick look at the natural (NBO) charges, all values in e: -0.52, -0.01, -0.80, 0.19, 0.21, 0.20, 0.36, 0.37, -0.46, -0.08, -0.41, 0.22, 0.19, 0.20, 0.18, 0.15



# 3
C3H9N3O | wB97M-V/def2-TZVPD

Structure (XYZ):
```
16
Properties=species:S:1:pos:R:3:forces:R:3
O -1.227389 1.224846 0.840587 4.268 -3.562 -1.670
C -0.473837 0.306908 0.133298 -4.729 2.230 2.529
N 0.991684 -0.202126 0.532666 -1.548 3.590 -1.342
C 0.734350 0.886779 -0.488691 2.304 -1.526 1.642
N 3.352272 -0.534502 -0.091144 -6.857 2.003 -2.053
C -1.238874 -0.912175 -0.292590 -0.789 -0.840 -3.156
N -2.677053 -0.528311 -0.413650 1.325 0.478 3.709
H 2.094982 -0.491160 0.517526 3.624 0.537 0.515
H 1.038737 1.906759 -0.079723 -0.045 -1.329 -1.248
H 0.909635 0.536599 -1.551422 -0.504 0.656 1.065
H 3.187337 -1.354110 -0.572396 0.305 -2.271 -1.403
H 4.182407 -0.484375 0.303640 4.596 -0.286 3.237
H -0.798074 -1.331941 -1.294169 -0.746 0.776 1.648
H -1.136562 -1.757326 0.420759 -0.053 0.882 -0.177
H -2.600602 0.246291 0.372082 -1.220 -1.952 -1.355
H -2.856893 0.096002 -1.148198 0.069 0.614 -1.943
```
Positions in Å, forces in eV/Å.

Charge   0
Strongest force on any atom   0.1445 hartree/bohr
Frontier orbital gap   5.5 eV
LUMO   -3.97 eV
HOMO   -9.4 eV
E   -9765.19977 eV
M   103.12 g mol⁻¹

Quick look at the natural (NBO) charges, all values in e: -0.50, 0.40, -0.38, -0.27, -0.87, -0.28, -0.83, 0.37, 0.26, 0.28, 0.33, 0.34, 0.20, 0.23, 0.39, 0.34



The evaluated ΔE to the lowest compared entry with this formula, charge and spin for the records listed, in turn: 2.173 3.431 10.339 eV.